# 1
{
  "formula": "C42H65N4O3PRuSSeSi",
  "method": "ωB97M-V with the def2-TZVPD basis set",
  "species": ["Ru", "O", "S", "O", "N", "C", "C", "C", "C", "C", "C", "C", "C", "N", "C", "C", "C", "C", "C", "C", "C", "H", "H", "H", "H", "H", "H", "H", "H", "H", "H", "H", "O", "P", "C", "C", "C", "C", "C", "C", "C", "C", "C", "C", "C", "C", "C", "C", "C", "C", "C", "C", "H", "H", "H", "H", "H", "H", "H", "H", "H", "H", "H", "H", "H", "H", "H", "H", "H", "H", "H", "H", "H", "H", "H", "H", "H", "H", "H", "H", "H", "H", "H", "H", "H", "C", "C", "N", "C", "C", "N", "C", "C", "H", "H", "H", "H", "H", "H", "H", "H", "H", "H", "H", "H", "C", "Si", "C", "C", "Se", "H", "H", "H", "H", "H", "H", "H", "H", "H"],
  "xyz": [[-0.07, 0.72, 1.12], [0.23, -1.86, 1.87], [1.35, -1.51, 2.72], [1.19, -1.76, 4.13], [1.58, 0.03, 2.36], [2.51, 0.85, 2.97], [3.41, 0.51, 3.95], [4.33, 1.46, 4.44], [4.35, 2.74, 3.96], [3.42, 3.13, 2.97], [3.36, 4.43, 2.42], [2.42, 4.73, 1.47], [1.52, 3.73, 1.08], [1.54, 2.51, 1.56], [2.48, 2.19, 2.49], [2.81, -2.36, 2.20], [3.13, -3.57, 2.81], [4.28, -4.23, 2.42], [5.12, -3.67, 1.46], [4.79, -2.46, 0.87], [3.63, -1.80, 1.23], [3.42, -0.49, 4.35], [5.03, 1.16, 5.20], [5.06, 3.47, 4.33], [4.06, 5.18, 2.77], [2.36, 5.71, 1.03], [0.75, 3.94, 0.34], [2.49, -3.97, 3.58], [4.54, -5.17, 2.88], [6.03, -4.18, 1.17], [5.45, -2.02, 0.12], [3.37, -0.85, 0.78], [0.26, -0.53, -0.57], [-0.39, -0.91, -1.91], [0.23, -2.53, -2.44], [1.66, -2.46, -3.03], [2.70, -2.67, -1.92], [2.62, -4.11, -1.40], [1.19, -4.65, -1.47], [0.17, -3.54, -1.27], [-2.21, -0.89, -1.76], [-2.73, -1.22, -0.35], [-3.03, -2.69, -0.09], [-3.91, -3.28, -1.19], [-3.26, -3.10, -2.55], [-2.99, -1.63, -2.86], [0.00, 0.40, -3.13], [-0.34, 0.12, -4.59], [-0.12, 1.39, -5.41], [1.31, 1.96, -5.26], [2.16, 1.14, -4.29], [1.45, 0.95, -2.95], [-0.45, -2.84, -3.24], [1.84, -1.53, -3.56], [1.76, -3.25, -3.77], [2.49, -1.96, -1.11], [3.70, -2.45, -2.29], [2.97, -4.14, -0.36], [3.29, -4.76, -1.97], [1.03, -5.43, -0.71], [1.01, -5.14, -2.44], [0.37, -3.02, -0.32], [-0.83, -3.95, -1.20], [-2.39, 0.18, -1.90], [-3.66, -0.64, -0.20], [-2.03, -0.86, 0.41], [-3.51, -2.79, 0.88], [-2.09, -3.25, -0.01], [-4.88, -2.78, -1.18], [-4.10, -4.34, -0.99], [-3.91, -3.51, -3.34], [-2.33, -3.68, -2.60], [-3.95, -1.12, -2.98], [-2.49, -1.54, -3.82], [-0.68, 1.19, -2.79], [-1.39, -0.17, -4.69], [0.25, -0.71, -4.99], [-0.85, 2.14, -5.08], [-0.35, 1.20, -6.46], [1.27, 2.99, -4.92], [1.81, 1.99, -6.23], [3.12, 1.63, -4.12], [2.40, 0.17, -4.73], [1.38, 1.92, -2.44], [2.04, 0.32, -2.29], [-2.80, 1.59, 2.75], [-3.59, 1.77, 4.07], [-2.98, 1.01, 5.15], [-2.92, -0.39, 4.75], [-2.02, -0.57, 3.50], [-1.59, 0.76, 2.99], [-0.79, 1.43, 4.06], [-1.62, 1.50, 5.37], [-2.49, 2.54, 2.34], [-3.39, 1.08, 1.99], [-4.63, 1.45, 3.95], [-3.61, 2.83, 4.36], [-3.94, -0.73, 4.55], [-2.53, -0.98, 5.58], [-2.55, -1.08, 2.69], [-1.13, -1.15, 3.73], [-0.52, 2.42, 3.70], [0.12, 0.86, 4.22], [-1.68, 2.53, 5.74], [-1.16, 0.90, 6.15], [-1.45, 4.53, -2.68], [-2.62, 3.64, -1.53], [-3.57, 4.80, -0.43], [-3.78, 2.52, -2.49], [-1.33, 2.31, -0.17], [-2.01, 5.16, -3.38], [-0.86, 3.82, -3.27], [-0.77, 5.17, -2.12], [-4.20, 5.46, -1.03], [-2.89, 5.42, 0.15], [-4.21, 4.25, 0.26], [-4.48, 3.12, -3.07], [-4.35, 1.88, -1.82], [-3.23, 1.89, -3.20]],
  "mulliken_spin": [3.708, 0.030, 0.028, 0.006, 0.103, 0.040, 0.035, -0.011, 0.027, -0.006, 0.008, 0.002, 0.019, 0.053, 0.000, 0.012, -0.001, 0.000, 0.001, -0.002, -0.003, 0.001, 0.000, 0.001, 0.000, 0.000, 0.011, 0.000, 0.000, 0.000, 0.000, -0.006, 0.042, 0.029, 0.011, -0.001, 0.003, 0.000, 0.000, 0.007, 0.015, 0.018, 0.000, 0.002, 0.000, 0.006, -0.027, 0.004, 0.001, -0.001, 0.002, 0.003, -0.004, 0.001, 0.000, 0.003, 0.000, 0.000, 0.000, 0.000, 0.000, -0.004, 0.002, 0.006, 0.004, 0.009, 0.000, -0.002, 0.000, 0.000, 0.000, 0.000, 0.000, -0.001, 0.041, 0.000, 0.000, 0.001, 0.000, 0.000, 0.000, 0.000, 0.000, -0.003, -0.008, 0.032, 0.006, 0.000, 0.009, -0.011, 0.048, 0.009, 0.009, -0.011, 0.000, -0.001, 0.002, -0.001, 0.001, 0.006, 0.007, -0.001, 0.006, 0.000, 0.000, 0.024, 0.119, 0.017, 0.015, 0.499, 0.001, -0.005, 0.002, 0.002, 0.001, 0.001, 0.002, 0.001, -0.001],
  "homo_ev": [-10.3, -10.4],
  "multiplicity": 6,
  "relative_energy_ev": 0.000,
  "total_charge": 1
}

# 2
{
  "formula": "C42H68ClN8O7P",
  "method": "ωB97M-V with the def2-TZVPD basis set",
  "species": ["C", "C", "P", "C", "C", "C", "C", "C", "C", "C", "C", "C", "C", "C", "C", "Cl", "C", "C", "C", "C", "C", "C", "C", "N", "C", "N", "N", "C", "O", "C", "C", "C", "C", "O", "H", "H", "H", "H", "H", "H", "H", "H", "H", "H", "H", "H", "H", "H", "H", "H", "H", "H", "H", "H", "H", "H", "H", "H", "H", "H", "H", "H", "H", "H", "H", "H", "H", "C", "C", "O", "N", "C", "H", "H", "H", "H", "H", "H", "H", "C", "C", "O", "N", "C", "H", "H", "H", "H", "H", "H", "H", "C", "C", "O", "N", "C", "H", "H", "H", "H", "H", "H", "H", "C", "C", "O", "N", "C", "H", "H", "H", "H", "H", "H", "H", "C", "C", "O", "N", "C", "H", "H", "H", "H", "H", "H", "H"],
  "xyz": [[-1.99, -1.77, 3.97], [-2.23, -0.87, 2.76], [-0.92, -1.20, 1.49], [-1.67, -2.49, 0.40], [-0.85, 0.31, 0.44], [0.42, 0.90, 0.33], [1.58, 0.42, 1.17], [1.38, 0.53, 2.71], [2.32, 1.53, 3.33], [3.69, 1.27, 3.41], [4.56, 2.18, 3.98], [4.06, 3.37, 4.51], [2.70, 3.64, 4.44], [1.84, 2.72, 3.86], [0.61, 1.92, -0.61], [2.20, 2.61, -0.84], [-0.43, 2.37, -1.42], [-1.71, 1.82, -1.25], [-1.95, 0.81, -0.31], [-3.35, 0.30, -0.11], [-4.14, 1.14, 0.90], [-5.51, 0.53, 1.20], [-5.66, -0.19, 2.54], [-5.27, 0.69, 3.64], [-4.96, 0.14, 4.89], [-4.31, 0.86, 5.72], [-5.49, -1.14, 5.11], [-2.77, 2.32, -2.19], [-3.94, 2.44, -1.90], [-2.29, 2.69, -3.55], [-1.08, 3.23, -3.71], [-0.48, 3.65, -5.01], [-0.26, 3.43, -2.47], [0.46, 4.39, -2.35], [-0.98, -1.61, 4.36], [-2.69, -1.55, 4.77], [-2.09, -2.82, 3.71], [-3.21, -1.08, 2.31], [-2.19, 0.18, 3.04], [-1.96, -2.12, -0.58], [-0.93, -3.28, 0.28], [-2.55, -2.92, 0.89], [1.76, -0.63, 0.91], [2.49, 0.96, 0.93], [1.49, -0.46, 3.15], [0.35, 0.85, 2.92], [4.08, 0.34, 3.01], [5.62, 1.97, 4.04], [4.73, 4.09, 4.97], [2.31, 4.57, 4.84], [0.78, 2.94, 3.82], [-3.36, -0.73, 0.23], [-3.88, 0.32, -1.07], [-3.51, 1.28, 1.78], [-4.29, 2.13, 0.48], [-5.74, -0.20, 0.42], [-6.28, 1.30, 1.14], [-5.11, -1.13, 2.51], [-6.71, -0.46, 2.67], [-4.50, 1.29, 3.39], [-4.14, 0.35, 6.59], [-5.13, -1.83, 4.47], [-5.26, -1.45, 6.05], [-2.97, 2.56, -4.38], [0.36, 3.00, -5.23], [-0.06, 4.66, -4.96], [-1.18, 3.55, -5.83], [3.77, 2.80, -8.40], [3.02, 2.81, -7.09], [2.10, 3.58, -6.88], [3.43, 1.94, -6.13], [4.50, 0.96, -6.20], [3.33, 3.55, -9.05], [4.82, 3.03, -8.25], [3.69, 1.82, -8.89], [2.90, 2.00, -5.27], [4.11, -0.05, -6.04], [5.25, 1.16, -5.43], [4.98, 1.00, -7.17], [4.31, -1.60, -0.24], [3.61, -2.92, 0.01], [2.87, -3.09, 0.95], [3.85, -3.92, -0.89], [4.69, -3.90, -2.06], [4.02, -0.91, 0.55], [5.39, -1.71, -0.23], [4.00, -1.17, -1.20], [3.35, -4.77, -0.67], [4.11, -4.10, -2.96], [5.48, -4.65, -1.99], [5.15, -2.92, -2.17], [-6.82, -1.84, -1.86], [-5.99, -2.72, -0.96], [-4.79, -2.52, -0.79], [-6.61, -3.75, -0.33], [-8.01, -4.13, -0.40], [-6.18, -1.08, -2.29], [-7.26, -2.41, -2.67], [-7.62, -1.36, -1.29], [-6.00, -4.30, 0.25], [-8.47, -4.09, 0.59], [-8.11, -5.15, -0.79], [-8.55, -3.46, -1.06], [-2.86, -1.86, -5.67], [-3.71, -1.84, -4.42], [-4.62, -1.04, -4.28], [-3.41, -2.74, -3.45], [-2.37, -3.74, -3.45], [-3.22, -1.08, -6.34], [-1.81, -1.66, -5.44], [-2.93, -2.82, -6.18], [-4.00, -2.67, -2.63], [-2.80, -4.74, -3.34], [-1.68, -3.58, -2.62], [-1.81, -3.71, -4.38], [8.64, 3.04, 5.69], [8.63, 1.71, 4.97], [7.82, 1.46, 4.09], [9.55, 0.78, 5.35], [10.58, 0.90, 6.36], [7.84, 3.65, 5.28], [8.47, 2.90, 6.76], [9.59, 3.55, 5.55], [9.49, -0.08, 4.83], [11.57, 0.78, 5.92], [10.45, 0.14, 7.13], [10.53, 1.88, 6.83]],
  "mulliken_charge": [-1.530, 1.059, 0.445, -1.173, 0.652, -0.460, -1.674, 0.018, -0.089, -0.374, -0.483, -0.454, -0.660, -0.473, 1.552, -0.305, 0.248, 0.485, -0.819, -0.020, -0.938, -0.537, -0.401, -0.276, 0.458, -0.724, -0.522, 0.494, -0.595, -1.210, 0.985, -1.278, -0.391, -0.546, 0.380, 0.364, 0.344, -1.037, 0.466, 0.070, 0.630, 0.303, -0.321, 1.080, 0.300, 0.056, 0.400, 0.484, 0.375, 0.382, 0.388, -0.108, 0.641, 0.774, 0.402, -0.352, 0.442, -0.081, 0.603, 0.380, 0.229, 0.197, 0.331, 0.446, 0.117, 0.310, 0.377, -1.365, 0.848, -0.590, -0.078, -0.883, 0.294, 0.373, 0.368, 0.130, 0.285, 0.285, 0.348, -0.802, 0.744, -0.637, -0.155, -0.824, -0.205, 0.509, 0.356, 0.247, 0.274, 0.288, 0.317, -1.457, 0.812, -0.542, -0.195, -0.983, 0.274, 0.453, 0.444, 0.248, 0.296, 0.311, 0.378, -1.580, 1.069, -0.604, 0.102, -0.964, 0.327, 0.359, 0.420, -0.064, 0.271, 0.233, 0.453, -1.244, 0.807, -0.667, -0.171, -0.831, 0.227, 0.367, 0.371, 0.239, 0.285, 0.283, 0.311],
  "smiles": "[H]/N=C(\\N)NCCCCc1c2c(c(Cl)c(CCc3ccccc3)c1P(C)CC)C(=O)C(C)=CC2=O.CNC(C)=O.CNC(C)=O.CNC(C)=O.CNC(C)=O.CNC(C)=O",
  "homo_ev": -7.9,
  "total_charge": 0
}

Number 1: largest force on an atom 0.42 eV/A. Number 2: largest force on an atom 0.94 eV/A.